[1]
{
  "formula": "C50H50F48O11S3",
  "method": "ωB97M-V/def2-TZVPD",
  "species": ["S", "S", "S", "F", "F", "F", "F", "F", "F", "F", "F", "F", "F", "F", "F", "F", "F", "F", "F", "F", "F", "F", "F", "F", "F", "F", "F", "F", "F", "F", "F", "F", "F", "F", "F", "F", "F", "F", "F", "F", "F", "F", "F", "F", "F", "F", "F", "F", "F", "F", "F", "O", "O", "O", "O", "O", "O", "O", "O", "O", "O", "O", "C", "C", "C", "C", "C", "C", "C", "C", "C", "C", "C", "C", "C", "C", "C", "C", "C", "C", "C", "C", "C", "C", "C", "C", "C", "C", "C", "C", "C", "C", "C", "C", "C", "C", "C", "C", "C", "C", "C", "C", "C", "C", "C", "C", "C", "C", "C", "C", "C", "C", "H", "H", "H", "H", "H", "H", "H", "H", "H", "H", "H", "H", "H", "H", "H", "H", "H", "H", "H", "H", "H", "H", "H", "H", "H", "H", "H", "H", "H", "H", "H", "H", "H", "H", "H", "H", "H", "H", "H", "H", "H", "H", "H", "H", "H", "H", "H", "H", "H", "H"],
  "xyz": [[4.927, 0.019, 2.255], [0.453, 2.319, -5.437], [-2.220, -2.586, 4.046], [-2.039, -3.687, -4.699], [-7.001, -0.662, 6.316], [0.841, -2.347, 0.883], [-2.027, -1.703, 7.225], [-4.854, 3.842, 4.245], [-2.373, -1.047, -4.481], [-2.428, 0.174, 9.089], [2.601, 1.142, 8.724], [-8.789, -3.079, 2.701], [-3.724, 7.307, 0.955], [3.741, -4.404, -1.274], [-5.573, 6.321, 0.596], [1.159, -5.999, -4.614], [-9.161, -0.084, 2.137], [-6.570, 4.707, 5.970], [-2.659, -3.023, -6.754], [3.137, -0.657, 5.714], [-6.463, 4.631, 2.993], [-1.181, -3.114, 0.053], [0.277, 2.417, -2.179], [-2.031, 0.768, 3.451], [-5.068, -0.510, 4.114], [-7.042, -0.180, 1.756], [-0.620, -0.804, -1.326], [1.650, -5.045, 0.478], [2.964, -5.429, -5.731], [-3.794, 5.924, -1.690], [-4.445, 0.221, 6.068], [4.444, 0.136, 8.084], [0.937, -6.447, -7.529], [-1.630, 2.575, 2.233], [-6.937, 1.418, 6.381], [1.511, -4.425, -7.686], [4.459, -1.818, -0.839], [3.282, -3.918, -3.315], [-3.926, 0.026, 1.422], [-0.227, -1.406, -4.504], [-0.416, -1.981, 8.572], [-0.083, -5.515, -0.464], [-3.955, 4.070, -0.689], [-4.353, 2.027, 2.319], [2.321, -1.566, 7.534], [-8.752, -2.338, 0.697], [-5.199, 6.249, 5.983], [1.110, 0.205, -0.466], [5.692, -2.852, -2.227], [0.961, 0.539, -3.097], [-1.560, 1.155, 7.348], [-0.560, -3.398, -6.374], [2.128, -2.980, -1.677], [-1.050, 0.985, -0.089], [-7.787, -0.897, 3.699], [-0.945, -2.063, 3.414], [6.011, -0.078, 1.228], [-4.024, 5.356, 1.979], [1.099, 0.131, 6.580], [8.559, 3.905, -4.487], [4.985, -0.045, -5.593], [-0.807, 1.569, -5.903], [3.349, 0.529, 1.378], [-1.741, -4.335, 4.620], [0.056, 1.159, -2.373], [-4.551, 5.894, 3.233], [5.403, 3.281, -1.836], [-3.501, 1.311, 1.650], [-1.334, 0.219, 8.316], [8.191, 1.867, -5.686], [9.404, 1.875, -6.394], [0.752, -4.497, -0.240], [0.872, -5.280, -6.958], [5.877, 0.745, -5.261], [1.631, -5.283, -5.643], [-1.708, -2.955, -5.789], [8.691, -0.149, -7.604], [5.642, 1.717, -4.183], [-6.030, 5.574, 5.170], [6.427, 3.500, -2.749], [2.399, -0.428, 6.864], [7.810, 2.936, -4.720], [-3.360, -3.050, 2.737], [-1.369, -1.560, -5.215], [-7.804, 0.336, 4.432], [-4.271, 6.101, 0.753], [-3.648, 5.324, -0.529], [7.245, 0.865, -5.961], [1.046, -3.999, -1.713], [-0.891, -1.117, 7.610], [1.833, 1.988, -6.629], [-1.016, 0.562, 1.305], [-0.091, 0.396, -1.032], [-5.484, 4.964, 3.891], [3.404, -3.401, -2.130], [-0.542, -4.750, -6.804], [4.558, 1.528, -3.269], [9.612, 0.887, -7.381], [-5.287, 0.354, 5.006], [0.047, -3.448, 0.585], [4.416, 2.315, -2.155], [0.025, -0.808, 6.324], [-6.716, 0.409, 5.561], [4.494, -2.347, -1.995], [0.171, 4.044, -6.031], [6.572, 2.731, -3.870], [-2.037, 1.353, 2.187], [4.726, -1.759, 2.795], [7.536, -0.167, -6.854], [-8.086, -0.863, 2.270], [3.266, 0.614, 7.683], [-8.122, -2.303, 1.861], [5.696, -2.146, 3.106], [-0.864, 4.381, -5.980], [7.079, 4.266, -2.357], [-3.675, 6.202, 3.804], [-0.480, 0.623, 8.860], [1.246, -4.842, -2.373], [8.853, -0.896, -8.367], [-4.327, -3.333, 3.153], [3.496, 0.630, 0.302], [-0.480, -0.387, 5.455], [1.969, 0.922, -6.817], [-8.826, 0.369, 4.810], [0.196, -3.600, -2.266], [-2.565, 5.260, -0.423], [2.546, -0.148, 1.666], [2.952, 1.509, 1.643], [-7.722, 1.297, 3.923], [-3.431, -2.208, 2.048], [0.409, -1.793, 6.056], [-3.527, 1.752, 0.654], [-1.330, -4.139, 5.610], [2.823, 2.242, -6.250], [-0.924, -4.745, 4.026], [-0.231, -3.973, 1.498], [-2.927, -3.844, 2.129], [-2.668, -4.907, 4.656], [-0.929, 1.213, -2.836], [3.552, 2.267, -1.509], [0.933, 4.689, -5.593], [6.923, -1.051, -6.954], [-7.046, -2.475, 1.818], [-4.955, 1.280, 4.538], [-6.803, 6.304, 4.930], [10.511, 0.983, -7.972], [0.415, 4.098, -7.092], [-1.163, -0.806, -5.974], [4.335, -1.500, -2.662], [-4.997, 6.872, 3.056], [4.440, -2.382, 1.947], [-1.019, -4.940, -7.766], [3.423, 1.492, 7.056], [-1.022, -5.374, -6.050], [5.259, 3.862, -0.937], [1.530, -4.268, -5.258], [10.165, 2.639, -6.323], [3.824, 0.758, -3.457], [-1.062, -0.518, 1.440], [4.002, -1.995, 3.575], [-0.051, 0.920, 1.664], [1.601, 2.516, -7.554]],
  "mulliken_spin": [0.00, 0.00, 0.00, 0.00, 0.00, 0.00, 0.00, 0.00, 0.00, 0.00, 0.00, 0.00, 0.00, 0.00, 0.00, 0.00, 0.00, 0.00, 0.00, 0.00, 0.00, 0.00, 0.00, 0.00, 0.00, 0.00, 0.00, 0.00, 0.00, 0.00, 0.00, 0.00, 0.00, 0.00, 0.00, 0.00, 0.00, 0.00, 0.00, 0.00, 0.00, 0.00, 0.00, 0.00, 0.00, 0.00, 0.00, 0.00, 0.00, 0.00, 0.00, 0.00, 0.00, 0.00, 0.00, 0.00, 0.00, 0.00, 0.00, 0.20, 0.21, 0.00, -0.01, 0.00, 0.00, 0.00, 0.08, 0.00, 0.00, 0.07, -0.01, 0.00, 0.00, 0.15, 0.00, 0.00, 0.02, 0.05, 0.00, -0.04, 0.00, 0.08, 0.00, 0.00, 0.00, 0.00, 0.00, 0.04, 0.00, 0.00, 0.00, 0.00, 0.00, 0.00, 0.00, 0.00, 0.03, 0.03, 0.00, 0.00, 0.00, 0.00, 0.00, -0.01, 0.00, 0.07, 0.00, 0.00, 0.00, 0.00, 0.00, 0.00, 0.00, 0.00, 0.01, 0.00, 0.00, 0.00, 0.00, 0.00, 0.01, 0.00, 0.00, 0.00, 0.00, 0.00, 0.00, 0.00, 0.00, 0.00, 0.00, 0.00, 0.00, 0.00, 0.00, 0.00, 0.00, 0.00, 0.00, -0.01, 0.00, 0.01, 0.00, 0.00, 0.00, 0.00, 0.00, 0.00, 0.00, 0.00, 0.00, 0.00, 0.00, 0.00, 0.01, 0.00, 0.01, 0.00, 0.00, 0.00, 0.00, 0.00],
  "charge": -1,
  "spin_multiplicity": 2,
  "e_homo_ev": [-2.129, -5.620],
  "lumo_energy_ha": [0.050, 0.050],
  "s2": 0.77
}



[2]
{
  "formula": "C50H50N10",
  "method": "ωB97M-V/def2-TZVPD",
  "species": ["N", "N", "N", "N", "N", "N", "N", "N", "N", "N", "C", "C", "C", "C", "C", "C", "C", "C", "C", "C", "C", "C", "C", "C", "C", "C", "C", "C", "C", "C", "C", "C", "C", "C", "C", "C", "C", "C", "C", "C", "C", "C", "C", "C", "C", "C", "C", "C", "C", "C", "C", "C", "C", "C", "C", "C", "C", "C", "C", "C", "H", "H", "H", "H", "H", "H", "H", "H", "H", "H", "H", "H", "H", "H", "H", "H", "H", "H", "H", "H", "H", "H", "H", "H", "H", "H", "H", "H", "H", "H", "H", "H", "H", "H", "H", "H", "H", "H", "H", "H", "H", "H", "H", "H", "H", "H", "H", "H", "H", "H"],
  "xyz": [[6.180, -2.845, 3.491], [1.992, 2.090, -3.122], [-0.755, -0.410, 1.388], [6.118, 1.013, 1.517], [0.696, 3.199, 1.620], [-1.281, -1.663, -2.773], [2.614, -2.188, -1.208], [-3.691, 3.155, -0.930], [-6.749, -0.107, 0.230], [-2.057, -5.474, 1.537], [5.227, -0.942, 4.467], [1.044, 2.877, 0.377], [6.693, 0.768, 0.351], [-4.746, 3.158, -1.709], [1.689, -2.425, 0.979], [3.782, -1.917, -0.628], [-3.707, 4.590, -3.362], [0.765, 5.480, 0.923], [-4.740, 1.006, 1.055], [-3.671, -5.514, -0.255], [5.007, 1.815, 1.591], [4.009, -1.870, 0.773], [4.459, 2.440, 0.479], [-0.424, -0.507, 3.717], [5.560, -3.567, 4.396], [0.486, 1.248, -4.780], [-1.106, -5.243, 0.645], [-4.862, 3.897, -2.884], [-5.551, 1.976, 1.642], [2.566, 0.866, -3.108], [2.123, -0.206, -3.793], [-1.914, -2.053, 2.717], [6.205, 1.390, -0.830], [1.102, -0.027, -4.733], [0.485, 4.498, 1.852], [-1.561, -1.475, 1.515], [1.626, -2.468, -0.398], [-6.935, 1.879, 1.489], [-0.212, 0.030, 2.500], [-7.533, 0.866, 0.706], [4.763, -3.025, 5.438], [-2.037, -2.169, -3.820], [-1.835, -0.670, -2.036], [-3.115, -0.182, -2.275], [-5.437, -0.026, 0.396], [-3.379, -1.745, -4.086], [1.302, 3.831, -0.607], [5.060, 2.204, -0.753], [-2.597, -5.247, -1.119], [-3.316, -5.625, 1.091], [4.574, -1.691, 5.430], [-1.278, -1.616, 3.837], [6.065, -1.495, 3.501], [-2.537, 4.531, -2.567], [0.892, 2.241, -3.890], [2.903, -2.134, 1.568], [-3.879, -0.676, -3.308], [-2.602, 3.867, -1.308], [1.222, 5.178, -0.319], [-1.290, -5.050, -0.676], [-4.876, -0.312, -3.539], [2.997, -2.031, 2.658], [6.641, 1.054, -1.798], [5.182, 0.143, 4.456], [5.029, -1.579, 1.072], [3.553, 3.047, 0.525], [0.671, 6.524, 1.154], [-4.678, -5.657, -0.501], [4.547, 1.939, 2.547], [-3.843, -2.121, -4.950], [-0.068, -5.352, 1.015], [-1.239, -0.217, -1.238], [-1.578, -2.873, -4.419], [0.784, -0.833, -5.369], [-1.486, -2.072, 4.808], [0.449, 0.875, 2.357], [-1.762, 3.814, -0.622], [0.832, -2.690, 1.648], [-4.746, -0.756, -0.061], [0.184, -0.142, 4.515], [-3.532, 0.686, -1.761], [7.572, 0.143, 0.364], [-0.363, -4.990, -1.313], [4.608, -1.756, -1.305], [-2.551, -2.977, 2.839], [-2.095, -1.833, 0.640], [3.370, 0.590, -2.455], [0.690, -2.618, -0.930], [0.394, 3.259, -3.848], [-0.084, 4.676, 2.728], [-1.554, 4.823, -2.979], [-3.670, 5.125, -4.342], [4.061, -3.666, 6.017], [5.738, -4.625, 4.341], [1.235, 1.786, 0.156], [-5.085, 2.839, 2.075], [1.556, 3.556, -1.565], [-0.346, 1.380, -5.457], [-3.655, 0.945, 0.904], [-8.594, 0.795, 0.577], [-5.768, 4.000, -3.482], [3.765, -1.297, 6.045], [2.606, -1.138, -3.661], [4.585, 2.679, -1.602], [6.632, -1.001, 2.668], [-5.524, 2.471, -1.380], [1.397, 5.916, -1.064], [-7.533, 2.676, 1.903], [-2.785, -5.250, -2.167], [-4.077, -5.790, 1.855]],
  "lowdin_charge": [0.04, 0.05, 0.08, 0.04, 0.06, 0.07, 0.06, 0.05, 0.04, 0.05, -0.09, -0.17, -0.16, -0.18, -0.08, -0.15, -0.07, -0.09, -0.08, -0.05, -0.11, -0.05, -0.06, -0.07, -0.16, -0.07, -0.21, -0.06, -0.09, -0.15, -0.09, -0.09, -0.06, -0.05, -0.14, -0.18, -0.17, -0.07, -0.19, -0.14, -0.08, -0.11, -0.14, -0.09, -0.18, -0.05, -0.09, -0.08, -0.07, -0.15, -0.12, -0.07, -0.15, -0.07, -0.15, -0.07, -0.07, -0.10, -0.07, -0.09, 0.11, 0.10, 0.11, 0.09, 0.08, 0.08, 0.10, 0.08, 0.09, 0.08, 0.12, 0.09, 0.07, 0.10, 0.11, 0.08, 0.09, 0.11, 0.09, 0.10, 0.07, 0.10, 0.13, 0.09, 0.12, 0.09, 0.08, 0.08, 0.11, 0.10, 0.09, 0.11, 0.11, 0.09, 0.13, 0.10, 0.03, 0.09, 0.10, 0.09, 0.10, 0.11, 0.08, 0.10, 0.09, 0.10, 0.10, 0.09, 0.09, 0.10],
  "charge": 0,
  "e_above_lowest_kcal_mol": 62.78,
  "smiles": "c1ccncc1.c1ccncc1.c1ccncc1.c1ccncc1.c1ccncc1.c1ccncc1.c1ccncc1.c1ccncc1.c1ccncc1.c1ccncc1",
  "e_homo_ev": -9.122,
  "lumo_energy_ha": 0.023
}



These records have DFT total energy values of -238122.2661; -67557.9465 eV, in the order they appear.